The following is a DFT calculation (ωB97M-V/def2-TZVPD) of a 3-piece molecular cluster, C28H42BrFN3O11S overall.

Each line ends with the Mulliken charge.
Geometry (Å):
1 C 3.7248 -2.3119 1.1208  -1.409
2 C 2.7126 -2.6503 0.0209  0.115
3 C 1.8220 -3.8217 0.4358  -0.967
4 C 1.0198 -4.3989 -0.7276  -0.705
5 C 0.1357 -3.3258 -1.3943  -0.248
6 C -1.0878 -3.9245 -2.0978  -1.264
7 C -2.2746 -2.9266 -2.1742  0.919
8 C -3.5578 -3.6953 -1.9907  -1.080
9 N -4.8629 -2.9070 -2.0144  0.196
10 C -5.8876 -3.7273 -1.3040  -1.100
11 C -7.3041 -3.2388 -1.4863  1.031
12 C -8.2777 -4.2371 -0.8497  -1.425
13 F -7.5469 -3.1528 -2.8448  -0.370
14 C -4.7746 -1.6461 -1.5153  -0.576
15 N -4.4446 -0.6418 -2.2796  -0.018
16 Br -4.1476 -0.7560 -4.0977  0.107
17 N -5.1199 -1.3214 -0.1819  0.571
18 C -6.0916 -0.2099 -0.0759  -1.467
19 O -5.4529 1.0351 0.0297  -0.302
20 C -6.0942 2.0814 -0.7047  -0.264
21 C -7.5137 2.3559 -0.2422  -1.258
22 S -3.8127 -1.2336 0.9237  1.347
23 C -2.6257 -0.0441 0.3813  -0.871
24 O -3.2296 -2.5353 0.9619  -0.592
25 O -4.3956 -0.7313 2.1229  -0.690
26 H 4.4234 -1.5630 0.7530  0.304
27 H 3.2162 -1.9518 2.0114  0.347
28 H 4.3013 -3.2020 1.3642  0.437
29 H 2.1123 -1.7589 -0.1570  0.014
30 H 3.2412 -2.9250 -0.8918  0.330
31 H 2.4254 -4.6119 0.8822  0.461
32 H 1.1338 -3.4782 1.2126  0.300
33 H 1.6826 -4.8172 -1.4829  0.320
34 H 0.3444 -5.1556 -0.3296  0.408
35 H -0.1878 -2.6413 -0.6067  0.236
36 H 0.7128 -2.7693 -2.1312  0.293
37 H -0.8204 -4.1839 -3.1215  0.355
38 H -1.3974 -4.8459 -1.6049  0.516
39 H -2.2216 -2.4417 -3.1443  0.245
40 H -2.1073 -2.1959 -1.3885  -0.729
41 H -3.6328 -4.4002 -2.8185  0.428
42 H -3.5318 -4.2815 -1.0751  0.543
43 H -5.8351 -4.7021 -1.7886  0.738
44 H -5.6345 -3.8842 -0.2573  0.472
45 H -7.4765 -2.2704 -1.0200  -0.206
46 H -8.8684 -3.7827 -0.0619  0.393
47 H -8.9124 -4.6683 -1.6168  0.351
48 H -7.7294 -5.0666 -0.4030  0.383
49 H -4.3843 0.2965 -1.9024  0.338
50 H -6.6843 -0.2146 -0.9936  0.873
51 H -6.7657 -0.3925 0.7563  0.378
52 H -5.4921 2.9698 -0.5309  0.444
53 H -6.0636 1.8857 -1.7833  0.305
54 H -7.5771 2.2834 0.8399  0.327
55 H -7.8500 3.3263 -0.5926  0.426
56 H -8.2019 1.6216 -0.6641  0.293
57 H -3.0971 0.8726 0.0487  0.227
58 H -1.9426 -0.4349 -0.3671  0.292
59 H -2.0630 0.1635 1.2891  0.494
60 C 5.5563 1.5060 -2.1800  -1.077
61 C 6.2589 2.6081 -1.8808  0.348
62 C 5.8943 3.4903 -0.7156  1.054
63 O 6.5978 4.4623 -0.5084  -0.706
64 C 4.7391 3.1441 0.0891  -1.021
65 C 4.0402 2.0441 -0.2141  0.473
66 C 4.4121 1.1496 -1.3660  1.069
67 O 3.7174 0.1653 -1.5511  -0.559
68 O 2.9718 1.6419 0.4645  -0.631
69 O 7.3140 3.0052 -2.5724  -0.573
70 H 5.8080 0.8640 -3.0119  0.450
71 H 4.4873 3.7893 0.9185  0.422
72 H 2.6879 0.8133 0.0332  0.279
73 H 7.6377 3.8218 -2.1469  0.353
74 C 8.6551 7.1064 3.2708  -0.952
75 C 7.9721 6.1655 2.6008  0.470
76 C 7.2490 5.0490 3.3145  1.036
77 O 6.6325 4.2467 2.6354  -0.517
78 C 7.3240 4.9891 4.7617  -1.109
79 C 8.0110 5.9281 5.4268  0.358
80 C 8.7127 7.0578 4.7184  1.068
81 O 9.2955 7.8718 5.4096  -0.618
82 O 8.1296 5.9468 6.7450  -0.570
83 O 7.8736 6.1413 1.2823  -0.551
84 H 9.1740 7.9121 2.7717  0.439
85 H 6.8154 4.1774 5.2621  0.433
86 H 8.6720 6.7315 6.9565  0.369
87 H 7.3316 5.3566 1.0466  0.247

net charge	+1
energy	-5155.7769	Ha

The following is a DFT calculation (ωB97M-V/def2-TZVPD) of C28H42Cl2IMoN7O2PS2Se as an isolated structure.

Each line ends with the Mulliken charge.
Geometry (Å):
1 Mo 0.1277 0.6168 -1.3919  0.736
2 C 4.0875 -2.0714 -4.5799  -0.971
3 N 2.7573 -2.6338 -4.3906  0.298
4 C 1.7594 -2.1149 -3.6790  -0.090
5 Se 1.8968 -0.6123 -2.5354  -0.084
6 N 0.7007 -2.9356 -3.7353  0.295
7 C 1.0167 -4.0444 -4.5128  0.528
8 C 0.2997 -5.1808 -4.8633  -0.838
9 C 0.9561 -6.1007 -5.6554  -0.535
10 C 2.2750 -5.8953 -6.0914  -0.693
11 C 2.9860 -4.7655 -5.7451  -0.632
12 C 2.3320 -3.8436 -4.9362  0.585
13 H 4.1796 -1.1509 -4.0112  0.346
14 H 4.2581 -1.8649 -5.6350  0.365
15 H 4.8373 -2.7794 -4.2308  0.386
16 H -0.1649 -2.7846 -3.2440  0.153
17 H -0.7192 -5.3439 -4.5395  0.431
18 H 0.4421 -7.0052 -5.9494  0.433
19 H 2.7478 -6.6438 -6.7117  0.425
20 H 3.9987 -4.6077 -6.0902  0.475
21 Cl -0.5994 4.6345 1.6685  -0.051
22 C -0.0073 5.0372 0.0687  -0.581
23 Cl 0.8669 3.6582 -0.6776  -0.126
24 H 0.6987 5.8568 0.1299  0.475
25 H -0.8554 5.2534 -0.5678  0.327
26 C 0.6368 2.1377 -4.5507  -1.111
27 P -0.7373 1.3580 -3.6435  1.078
28 C -1.4156 0.1268 -4.8007  -1.248
29 C -2.0045 2.6568 -3.6776  -1.257
30 H 0.2276 2.6320 -5.4324  0.439
31 H 1.3775 1.4038 -4.8628  0.349
32 H 1.1228 2.8880 -3.9247  0.348
33 H -1.7208 0.6451 -5.7100  0.439
34 H -2.2921 -0.3489 -4.3594  0.369
35 H -0.6814 -0.6373 -5.0555  0.308
36 H -2.1386 2.9620 -4.7160  0.513
37 H -1.7039 3.5164 -3.0838  0.311
38 H -2.9523 2.2804 -3.2929  0.412
39 I -6.3149 -1.0929 3.7048  0.205
40 C -5.0043 -0.0808 2.4294  -0.331
41 C -3.8459 -0.7161 1.9845  -0.638
42 C -2.9778 -0.0488 1.1469  0.108
43 C -3.2631 1.2625 0.7496  0.710
44 C -4.4249 1.8953 1.2017  -0.646
45 C -5.2951 1.2241 2.0347  -0.484
46 C -2.4061 1.9842 -0.1742  -0.001
47 O -2.5416 3.1025 -0.5739  -0.462
48 O -1.2879 1.2729 -0.6529  -0.329
49 H -3.6365 -1.7315 2.2917  0.465
50 H -2.0726 -0.5383 0.8097  0.008
51 H -4.6346 2.9089 0.8874  0.518
52 H -6.2007 1.7103 2.3692  0.447
53 C -0.0325 -3.1573 2.4993  -0.915
54 C 1.3898 -2.9973 1.9511  -0.572
55 C 1.6406 -1.6235 1.4335  0.099
56 N 0.9795 -1.0345 0.5083  -0.089
57 N 1.4295 0.2186 0.2120  0.716
58 C 2.4849 0.6010 0.9359  -0.055
59 N 3.1401 1.7394 0.7894  -0.200
60 S 2.9496 -0.6310 2.0532  -0.051
61 H -0.1576 -4.1618 2.8985  0.422
62 H -0.7785 -3.0014 1.7212  0.223
63 H -0.2141 -2.4463 3.3052  0.175
64 H 1.5563 -3.7066 1.1377  0.257
65 H 2.1138 -3.2220 2.7340  0.446
66 H 2.7543 2.4844 0.2307  0.003
67 H 3.9440 1.9484 1.3581  0.269
68 C 1.9745 3.0915 4.3532  -0.902
69 N 1.1344 2.1471 5.0653  0.254
70 C 1.6985 1.7118 6.3401  -1.216
71 C 0.0526 1.5669 4.4918  -0.364
72 S -0.0218 1.3538 2.7861  0.320
73 N -0.9563 1.1533 5.2660  0.207
74 C -2.0818 0.3998 4.7324  -1.043
75 C -1.1360 1.5853 6.6525  -1.262
76 H 2.1718 3.9448 5.0053  0.382
77 H 1.4758 3.4417 3.4584  0.211
78 H 2.9383 2.6438 4.0856  0.233
79 H 2.7573 1.4901 6.1888  0.383
80 H 1.2143 0.8042 6.6871  0.354
81 H 1.6237 2.4836 7.1077  0.363
82 H -1.7664 -0.2521 3.9246  0.052
83 H -2.8478 1.0764 4.3441  0.415
84 H -2.5121 -0.1973 5.5352  0.492
85 H -0.5581 2.4806 6.8548  0.414
86 H -0.8611 0.7970 7.3547  0.347
87 H -2.1890 1.8166 6.8058  0.456

net charge	+3
energy	-6450.4440	Ha

The following is a DFT calculation (ωB97M-V/def2-TZVPD) of a 3-piece molecular cluster, C28H42F16N3O7 overall.

Each line ends with the Mulliken charge.
Geometry (Å):
1 C -0.8375 3.4295 -3.7707  -0.450
2 C 0.2975 3.8218 -3.5821  -1.036
3 C 1.6640 3.9826 -3.1226  1.491
4 O 2.2284 5.1875 -3.5832  -0.613
5 C 1.6983 4.0435 -1.5632  -0.131
6 C 0.4588 4.5267 -0.8489  -0.867
7 C 0.1427 6.0224 -1.1526  -1.474
8 C 1.8691 2.4975 -1.2726  -0.047
9 O 2.1046 2.3453 0.0737  -0.413
10 C 1.4859 1.2049 0.6702  -0.815
11 C -0.0341 1.1994 0.5982  -0.343
12 N -0.5994 0.2499 1.5251  -0.196
13 C -2.0454 0.3623 1.6713  -0.559
14 C -2.8789 0.0247 0.4405  0.654
15 C -4.0574 0.9976 0.3582  -1.582
16 O -3.3596 -1.3185 0.5039  -0.525
17 C 3.0895 2.2193 -2.2007  -0.994
18 N 3.3934 0.8346 -2.1563  -0.523
19 N 2.4707 2.7718 -3.5083  0.303
20 C 3.3280 2.8742 -4.7223  -0.611
21 C 3.4452 1.5299 -5.4516  -0.782
22 O 2.7771 1.5404 -6.6928  -0.434
23 C 1.4472 1.3375 -6.5650  0.599
24 O 0.9340 0.9098 -5.5594  -0.563
25 C 0.6425 1.6677 -7.7956  -0.356
26 C -0.6162 2.4931 -7.4330  -0.732
27 H -1.8844 3.4060 -3.8941  0.483
28 H 1.5079 5.6990 -3.9650  0.546
29 H 2.6629 4.4062 -1.2318  0.260
30 H 0.6464 4.4582 0.2152  0.632
31 H -0.3737 3.8635 -1.0517  0.254
32 H -0.7881 6.0709 -1.7072  0.294
33 H -0.0006 6.5650 -0.2290  0.416
34 H 0.9500 6.4678 -1.7180  0.329
35 H 1.0706 1.9152 -1.7408  0.615
36 H 1.8972 0.2638 0.3019  0.305
37 H 1.7407 1.2477 1.7239  0.399
38 H -0.2987 0.8730 -0.4259  0.254
39 H -0.4723 2.1863 0.6866  0.407
40 H -0.3734 -0.7041 1.2725  0.143
41 H -2.3282 -0.3640 2.4384  -0.060
42 H -2.2846 1.3345 2.0886  0.488
43 H -2.3415 0.1392 -0.5028  0.390
44 H -4.6400 0.8290 -0.5410  0.400
45 H -4.6742 0.8993 1.2445  0.298
46 H -3.6685 2.0094 0.2655  0.360
47 H -3.1748 -1.7198 -0.3456  0.318
48 H 3.9430 2.8711 -2.0651  0.594
49 H 2.5738 0.2748 -2.3740  0.310
50 H 4.1118 0.5643 -2.8207  0.348
51 H 1.8070 2.0222 -3.7439  0.307
52 H 2.8325 3.5508 -5.4140  0.359
53 H 4.3034 3.2943 -4.5200  0.527
54 H 4.4958 1.3889 -5.6731  0.364
55 H 3.1610 0.7022 -4.8117  0.544
56 H 1.2726 2.1832 -8.5043  0.322
57 H 0.3015 0.7120 -8.1820  0.261
58 H -0.5297 3.4548 -7.9251  0.304
59 H -1.4991 2.0038 -7.8196  0.337
60 H -0.7060 2.6014 -6.3631  -0.027
61 C -3.9694 -4.2647 4.7759  -0.537
62 C -4.8984 -3.0641 4.4988  0.808
63 C -4.2489 -1.7111 4.1988  0.612
64 F -3.4896 -1.2590 5.2146  -0.236
65 F -5.2105 -0.7785 3.9868  -0.320
66 F -5.7848 -2.9476 5.5097  -0.280
67 F -5.6149 -3.3893 3.3869  -0.314
68 O -3.7037 -4.6443 6.1253  -0.409
69 C -2.6959 -4.0574 6.8649  0.784
70 C -3.2338 -3.2774 8.0693  0.178
71 F -4.1069 -2.3280 7.6908  -0.213
72 F -2.2058 -2.6679 8.7023  -0.254
73 F -1.8877 -3.3106 6.0859  -0.255
74 F -1.9358 -5.0638 7.3480  -0.302
75 H -4.5078 -5.1239 4.3787  0.463
76 H -3.0500 -4.2050 4.1934  0.148
77 H -3.6309 -1.7672 3.2985  -0.153
78 H -3.7358 -3.9533 8.7646  0.246
79 C 1.4330 -4.3766 3.3758  -0.824
80 C 0.5372 -4.2064 2.1317  0.936
81 C 0.7052 -5.2042 0.9822  0.086
82 F 1.9395 -5.1832 0.4535  -0.229
83 F -0.1605 -4.8790 -0.0114  -0.255
84 F 0.6509 -2.9380 1.6714  -0.251
85 F -0.7471 -4.3483 2.5674  -0.330
86 O 2.6036 -3.5708 3.5006  -0.389
87 C 3.8093 -3.9265 2.9246  0.744
88 C 4.2530 -2.9237 1.8531  0.241
89 F 3.3235 -2.7852 0.8834  -0.239
90 F 5.3915 -3.3565 1.2708  -0.265
91 F 3.7813 -5.1905 2.4680  -0.286
92 F 4.7335 -3.8897 3.9036  -0.299
93 H 0.8157 -4.0432 4.2095  0.378
94 H 1.6468 -5.4260 3.5768  0.370
95 H 0.4769 -6.2202 1.3150  0.316
96 H 4.4291 -1.9446 2.3030  0.248

net charge	+1
energy	-3380.5909	Ha